P) ORCA calculation (ωB97M-V/def2-TZVPD) on a 2-piece molecular cluster, C9H13NO2 overall.

Atoms and positions in Å:
1 C 0.288 0.967 -2.837
2 C 1.510 0.755 -2.277
3 C -0.762 0.049 -2.572
4 C 1.620 -0.302 -1.412
5 C -0.520 -0.951 -1.732
6 C 0.975 0.736 1.552
7 C -1.668 0.797 2.036
8 C -0.316 0.020 2.079
9 C -0.602 -1.194 1.328
10 N 0.600 -1.004 -0.971
11 O -1.669 -1.394 0.795
12 O 0.351 -2.145 1.368
13 H 0.236 1.787 -3.547
14 H 2.450 1.227 -2.630
15 H -1.681 0.260 -3.082
16 H 2.428 -0.420 -0.818
17 H 0.770 0.838 0.508
18 H 1.128 1.734 1.890
19 H 1.855 0.269 1.817
20 H -1.869 1.003 0.995
21 H -2.330 0.092 2.316
22 H -1.566 1.701 2.613
23 H -0.064 -0.231 3.227
24 H -1.283 -1.671 -1.502
25 H 0.121 -2.921 0.856

HOMO-LUMO gap   10.32 eV
E_LUMO   0.719 eV
SMILES   CC(C)C(=O)O.c1ccncc1
HOMO level   -9.6006 eV

Q) ORCA calculation (ωB97M-V/def2-TZVPD) on one molecule with the formula C9H13NO2.

Atoms and positions in Å:
1 C -2.209 2.626 0.962
2 C -1.961 1.756 2.065
3 C -1.484 2.649 -0.206
4 C -1.262 0.629 1.987
5 C -0.305 0.469 -0.120
6 C 1.986 0.079 -1.097
7 C -0.183 -1.266 -1.708
8 C 0.961 -1.499 0.577
9 C 0.659 -0.586 -0.562
10 N -0.665 1.529 -0.765
11 O -0.280 1.741 -1.955
12 O -1.082 -0.419 2.732
13 H -2.898 3.423 0.998
14 H -2.602 2.012 2.934
15 H -1.637 3.464 -0.896
16 H 2.717 -0.635 -1.519
17 H 1.769 0.808 -2.035
18 H 2.738 0.627 -0.378
19 H -1.115 -1.486 -1.065
20 H -0.512 -0.572 -2.576
21 H 0.463 -1.906 -2.295
22 H 1.688 -2.305 0.273
23 H 1.316 -0.745 1.383
24 H 0.156 -2.208 0.965
25 H -1.745 -0.450 3.484

HOMO-LUMO gap   8.24 eV
E_LUMO   -0.061 eV
HOMO level   -8.2993 eV

R) ORCA calculation (ωB97M-V/def2-TZVPD) on a 2-piece molecular cluster, C9H13NO2 overall.

Atoms and positions in Å:
1 C 0.533 3.572 1.449
2 C -0.712 4.348 0.990
3 O -0.749 5.179 0.124
4 N -1.845 3.841 1.624
5 H -2.728 4.212 1.308
6 H -1.865 2.842 1.746
7 H 0.993 3.201 0.539
8 H 0.293 2.907 2.270
9 H 1.167 4.363 1.865
10 C 1.909 -0.590 -1.768
11 C -0.930 -3.285 -0.049
12 C 0.339 -3.144 0.505
13 C -1.318 -2.494 -1.111
14 C 1.280 -2.338 -0.118
15 C -0.434 -1.557 -1.649
16 C 0.855 -1.500 -1.156
17 O -1.737 -4.343 0.289
18 H -1.388 -4.775 1.083
19 H 0.677 -3.646 1.392
20 H -2.287 -2.722 -1.539
21 H 2.283 -2.272 0.280
22 H -0.807 -0.831 -2.355
23 H 1.463 0.266 -2.280
24 H 2.540 -1.141 -2.463
25 H 2.469 -0.093 -0.975

HOMO-LUMO gap   9.04 eV
E_LUMO   0.548 eV
SMILES   Cc1ccc(O)cc1.CC(N)=O
HOMO level   -8.4870 eV

Last place for stability: Q)

P) ORCA calculation (ωB97M-V/def2-TZVPD) on a 2-piece molecular cluster, C10H16 overall.

Atoms and positions in Å:
1 C -0.963 2.166 0.395
2 C -0.719 -0.995 -1.856
3 C -1.278 -1.912 -0.884
4 C -0.842 0.372 -1.426
5 C -1.370 0.781 -0.182
6 C -1.850 -1.550 0.369
7 C -1.790 -0.199 0.699
8 H -0.714 -1.283 -2.828
9 H -1.304 -2.994 -1.171
10 H -0.168 1.228 -2.058
11 H -2.270 -2.163 1.213
12 H -1.388 3.010 -0.240
13 H 0.114 2.262 0.161
14 H -1.608 0.071 1.816
15 H -1.212 2.373 1.403
16 C 1.995 0.139 0.360
17 C 1.606 0.554 1.802
18 C 3.469 0.025 -0.012
19 H 1.377 -0.855 0.178
20 H 1.566 0.779 -0.346
21 H 2.249 0.054 2.474
22 H 4.188 0.012 0.837
23 H 3.627 -1.153 -0.331
24 H 0.648 -0.019 2.127
25 H 1.444 1.602 1.855
26 H 3.908 0.780 -0.678

HOMO-LUMO gap   9.97 eV
E_LUMO   0.924 eV
SMILES   Cc1ccccc1.CCC
HOMO level   -9.0508 eV

Q) ORCA calculation (ωB97M-V/def2-TZVPD) on a 2-piece molecular cluster, C10H16 overall.

Atoms and positions in Å:
1 C -1.590 -0.907 -2.386
2 C -0.442 2.484 -1.088
3 C -0.645 1.398 -1.870
4 C -1.173 2.508 0.195
5 C -1.417 0.272 -1.490
6 C -1.978 1.320 0.602
7 C -2.001 0.230 -0.264
8 H 0.160 3.165 -1.412
9 H -0.004 1.427 -2.829
10 H -1.086 3.316 0.899
11 H -2.524 1.243 1.607
12 H -2.634 -1.256 -2.304
13 H -1.032 -1.796 -2.081
14 H -2.415 -0.666 0.116
15 H -1.341 -0.800 -3.420
16 C 1.329 -0.593 1.405
17 C 2.777 -0.432 0.947
18 C 1.182 -2.037 1.925
19 H 0.993 0.071 2.184
20 H 0.760 -0.320 0.509
21 H 2.851 -0.384 -0.090
22 H 2.152 -2.417 2.287
23 H 3.499 -1.221 1.373
24 H 3.068 0.413 1.620
25 H 0.430 -2.266 2.559
26 H 1.082 -2.751 1.005

HOMO-LUMO gap   9.71 eV
E_LUMO   0.964 eV
SMILES   Cc1ccccc1.CCC
HOMO level   -8.7435 eV

Last place for stability: P)